# 1
# ClH2N2P

A cluster of 2 separate species, ClH2N2P in total at a distorted geometry (wB97M-V/def2-TZVPD, the OMol25 dataset).

Cartesian coordinates (Å):
N: -2.422 -1.141 0.168
N: -2.785 0.038 0.232
P: -1.685 -2.400 -0.104
Cl: 2.676 -1.692 0.119
H: -3.560 0.214 -0.289
H: 3.083 -3.020 0.147

Force components x, y, z for each atom (eV/Å):
-2.285 2.666 -0.316
3.137 1.298 2.941
2.535 -4.342 -0.451
0.785 -2.544 0.049
-3.386 0.374 -2.171
-0.786 2.548 -0.052

Summary:
- spin multiplicity = 3
- LUMO (spin up / spin down) (eV) = 0.213 / -1.930
- ΔE to the lowest compared entry with this formula, charge and spin (kJ/mol) = 45.0
- HOMO level (spin up / spin down) (eV) = -6.23 / -9.59
- HOMO-LUMO gap (spin up / spin down) (eV) = 6.443 / 7.665
- E_tot (eV) = -24819.2133


# 2
# ClH2NO2S

A cluster of 2 separate species, ClH2NO2S in total at a distorted geometry (wB97M-V/def2-TZVPD, the OMol25 dataset).

Cartesian coordinates (Å):
N: -1.079 0.181 -0.124
O: 0.381 -0.884 0.325
O: -1.078 0.681 -1.280
S: 1.721 -0.861 -0.333
Cl: 2.678 0.631 0.531
H: -0.914 0.828 0.597
H: -1.708 -0.577 0.284

Force components x, y, z for each atom (eV/Å):
-1.194 0.051 -1.193
-0.812 -1.272 1.783
-0.447 -1.213 0.874
0.250 -0.544 -1.767
0.888 1.160 0.665
0.733 1.237 1.339
0.581 0.582 -1.701

Summary:
- LUMO (spin up / spin down) (eV) = -0.095 / -0.764
- ΔE to the lowest compared entry with this formula, charge and spin (kJ/mol) = 353.1
- HOMO level (spin up / spin down) (eV) = -8.46 / -8.26
- HOMO-LUMO gap (spin up / spin down) (eV) = 8.367 / 7.492
- E_tot (eV) = -28970.8170


# 3
# ClH2NO2S2

A structure of composition ClH2NO2S2 at a distorted geometry (wB97M-V/def2-TZVPD, the OMol25 dataset).

Cartesian coordinates (Å):
N: -0.345 -0.995 0.774
O: -0.117 1.557 -0.699
O: 0.285 -0.181 -2.299
S: -0.982 -0.047 1.907
S: 0.443 0.285 -0.971
Cl: 2.494 0.622 -0.970
H: 0.517 -1.363 1.020
H: -2.296 0.122 1.237

Force components x, y, z for each atom (eV/Å):
-1.587 1.220 -2.435
-0.855 1.034 1.205
-0.686 -1.623 -0.747
-2.104 0.695 -1.164
0.453 0.193 0.274
0.403 -0.242 0.702
2.209 -0.933 0.890
2.168 -0.345 1.274

Summary:
- LUMO (spin up / spin down) (eV) = -2.360 / -2.204
- ΔE to the lowest compared entry with this formula, charge and spin (kJ/mol) = 136.8
- HOMO level (spin up / spin down) (eV) = -9.61 / -9.57
- HOMO-LUMO gap (spin up / spin down) (eV) = 7.248 / 7.370
- E_tot (eV) = -39807.2085


# 4
# ClH2NO2S2

A structure of composition ClH2NO2S2 at a distorted geometry (wB97M-V/def2-TZVPD, the OMol25 dataset).

Cartesian coordinates (Å):
N: 1.504 0.075 -0.979
O: -0.445 0.872 0.453
O: -1.189 -1.511 0.850
S: 1.256 0.582 0.471
S: -1.187 -0.521 -0.229
Cl: -2.989 0.355 -0.303
H: 1.949 0.937 -1.401
H: 1.101 -0.789 1.138

Force components x, y, z for each atom (eV/Å):
1.718 1.889 -0.108
-0.112 -0.933 0.128
0.005 0.864 -1.000
-1.356 -3.091 0.407
0.747 -0.404 1.336
-0.735 0.395 0.092
-0.493 -1.311 -0.055
0.225 2.592 -0.800

Summary:
- LUMO (eV) = 0.114
- ΔE to the lowest compared entry with this formula, charge and spin (kJ/mol) = 120.4
- HOMO level (eV) = -10.14
- HOMO-LUMO gap (eV) = 10.249
- E_tot (eV) = -39807.3782